# 1
DFT (ωB97M-V/def2-TZVPD) results for C5H4O5Sc as an isolated structure at a distorted geometry.

Output
HOMO energy = -25.113 eV
net charge = +3

Each line ends with the Mulliken charge.
Element x y z (Å)
1 Sc -0.0430 -0.6711 -0.4528  0.81
2 O -0.0126 3.0695 -2.4458  -0.04
3 C -0.0244 2.0584 -1.8946  0.24
4 C 1.5137 -1.4792 -0.0133  0.49
5 O 2.5052 -1.9940 0.2667  0.14
6 C -1.6177 -1.4509 -0.0266  0.51
7 O -2.6207 -1.9474 0.2452  0.13
8 C -0.0436 -1.5378 -2.0428  0.11
9 O -0.0438 -2.0874 -3.0511  0.15
10 C 0.2983 0.9156 1.8233  -0.72
11 O -0.0926 1.1674 0.5027  -0.40
12 H 1.3921 0.7330 1.8529  0.38
13 H -0.2378 0.0283 2.2236  0.40
14 H 0.0856 1.8017 2.4603  0.35
15 H -1.0583 1.3938 0.5522  0.46

Forces on the atoms, in the same order (eV/Å):
Sc 0.9 17.1 4.8
O 0.0 -4.1 2.4
C 0.0 3.5 -3.1
C 14.9 -8.1 4.2
O -4.5 2.4 -1.3
C -15.3 -7.8 4.1
O 4.6 2.3 -1.2
C -0.1 -7.9 -15.2
O 0.0 2.3 4.2
C 1.4 -0.6 2.5
O -2.2 0.0 -1.2
H -0.5 0.3 0.0
H 0.0 0.2 0.2
H 0.1 -0.6 -0.2
H 0.7 0.9 -0.3

# 2
DFT (ωB97M-V/def2-TZVPD) results for C5H4O7Tb as an isolated structure at a distorted geometry.

Output
⟨S²⟩ = 15.95
multiplicity = 8
HOMO energy (alpha / beta) = -7.201 / -5.711 eV
relative energy (zero: lowest compared OMol25 entry of this formula, charge and spin) = 1.287 eV

Each line ends with the Mulliken charge.
Element x y z (Å)
1 O 3.9045 -0.8478 -2.3759  -0.41
2 C 3.7197 -1.9682 -2.0886  0.86
3 O 3.7907 -3.0887 -1.8244  -0.25
4 O -0.8686 1.5022 1.0713  -0.44
5 C -2.2451 1.2702 0.8875  -0.34
6 C -2.3094 -0.2222 0.5827  -0.39
7 O -1.2318 -0.7260 1.3287  -0.43
8 C -0.1456 0.2213 1.2485  1.17
9 H -2.8026 1.5100 1.8093  0.24
10 H -2.6346 1.8910 0.0677  0.24
11 H -2.1703 -0.4148 -0.4968  0.18
12 H -3.2395 -0.7010 0.9130  0.33
13 Tb 2.8836 1.5523 -2.2503  0.95
14 O 1.3604 0.9821 -0.4645  -0.57
15 O 0.6335 0.1938 2.2715  -0.80
16 O 0.6917 -1.1349 -0.6087  -0.67
17 C 0.6634 -0.0195 -0.0709  0.35

Forces on the atoms, in the same order (eV/Å):
O -0.7 0.9 -0.2
C 1.2 -1.8 0.6
O -0.8 1.1 -0.3
O 0.1 0.3 -0.4
C -0.1 0.0 0.1
C 0.0 -0.1 0.0
O 0.0 -0.2 -0.3
C -0.4 0.1 2.0
H 0.1 -0.1 -0.2
H 0.1 -0.1 0.1
H 0.0 0.0 0.1
H 0.2 0.1 -0.1
Tb -1.9 -1.2 2.3
O 2.3 1.8 -2.3
O -0.2 0.0 -1.4
O 0.2 1.1 0.1
C -0.2 -2.2 -0.2

# 3
DFT (ωB97M-V/def2-TZVPD) results for an isolated molecule of C5H4OS at a distorted geometry.

Output
HOMO energy = -9.072 eV
relative energy (zero: lowest compared OMol25 entry of this formula, charge and spin) = 2.613 eV

Each line ends with the Mulliken charge.
Element x y z (Å)
1 C -2.6697 -0.8293 0.5118  -0.01
2 C -1.6565 -0.2619 0.1433  -0.47
3 C -0.6232 0.6514 -0.2592  0.48
4 O -0.7736 1.7062 -0.8059  -0.47
5 C 0.7513 0.1557 0.0675  0.29
6 C 1.6388 1.1306 0.8141  -1.03
7 S 1.2196 -1.3322 -0.3289  -0.21
8 H -3.4176 -1.3742 0.9734  0.46
9 H 1.2245 2.1414 0.6990  0.33
10 H 1.5131 0.8085 1.8249  0.31
11 H 2.7110 1.0115 0.5472  0.31

Forces on the atoms, in the same order (eV/Å):
C 2.8 1.4 -0.7
C -2.7 -0.6 0.3
C 0.7 -0.7 0.1
O -0.4 0.5 -0.2
C 1.3 0.2 0.3
C -0.2 -0.1 -1.1
S -0.2 0.0 -0.2
H -1.1 -0.7 0.4
H 0.5 -0.2 0.0
H 0.1 0.1 1.0
H -0.8 0.3 0.1

# 4
DFT (ωB97M-V/def2-TZVPD) results for C5H4OS2 as an isolated structure at a distorted geometry.

Output
HOMO energy = -8.759 eV
relative energy (zero: lowest compared OMol25 entry of this formula, charge and spin) = 4.099 eV

Each line ends with the Mulliken charge.
Element x y z (Å)
1 C 0.1856 0.7399 1.5648  0.27
2 C 0.5817 0.2538 -0.7221  -0.19
3 C 0.1118 -0.9653 -1.4314  -0.43
4 C -0.4901 -0.8390 -0.0500  -0.40
5 C -0.9515 0.4808 0.5218  0.50
6 H 0.2164 1.2355 -1.0146  0.38
7 H 0.9468 -1.7488 -1.2444  0.22
8 H -0.3889 -0.7196 -2.4029  0.30
9 H -0.1094 -1.5877 0.6255  0.27
10 O -1.7714 1.4500 0.2562  -0.61
11 S -0.0355 1.2640 3.0257  -0.26
12 S 1.7045 0.4364 0.8714  -0.06

Forces on the atoms, in the same order (eV/Å):
C -1.3 0.2 0.4
C 1.7 -1.1 1.8
C 1.4 -0.4 0.2
C -1.3 2.3 -2.1
C -2.3 3.3 0.0
H 0.1 -0.4 -0.1
H -1.8 0.8 -1.5
H 0.6 -0.9 0.9
H 0.4 0.6 0.4
O 3.0 -4.8 0.8
S -0.4 0.6 1.9
S -0.1 -0.2 -2.8

What is the formula in the fourth record?
C5H4OS2